No. 1
Molecular formula: C25H32FHgO2
Method: DFT, ωB97M-V/def2-TZVPD

Geometry as XYZ:
```
61
Properties=species:S:1:pos:R:3:mulliken_charge:R:1
H 3.28702 4.34550 -1.36853 0.367
C 2.21151 -1.40325 0.64336 -0.606
Hg 2.70747 1.90187 -3.32553 0.071
H 2.70390 1.80120 -8.55399 0.308
C -2.22163 -0.73071 -4.13467 -0.342
C 1.77182 1.58530 -7.98758 -1.050
C 1.76411 -1.55611 -0.68940 -0.606
H -2.02920 2.38844 -3.04557 0.405
H 2.57785 2.83694 -6.32958 0.359
C 2.89664 3.62408 -0.68037 -0.593
C -1.93061 1.45607 -5.00964 0.350
C 0.22292 -2.55377 0.66689 -0.495
C 2.59203 2.99553 1.64405 0.008
C -2.58639 0.41517 -0.51036 -0.454
H -0.46673 0.29267 -7.50029 0.351
H 4.15340 4.32578 0.95881 0.346
H -3.90524 0.32986 -5.05303 0.303
C -2.65327 -0.82518 0.20746 -0.923
H -0.58871 1.29500 -3.20813 0.123
H -2.70595 -0.28166 -6.28570 0.340
H -3.22435 -1.69962 -0.11070 0.321
H -3.30971 0.76434 -1.21334 0.668
C 1.70481 2.22168 -6.58050 -0.418
C 1.79734 1.93715 1.22425 -0.537
H 1.41665 -2.33357 2.56012 0.339
H -0.68973 -3.05510 0.99954 0.686
C -1.50061 1.19044 0.03857 -0.276
C 1.53094 1.76837 -0.16261 0.375
C 2.18845 2.52405 -1.13389 -0.914
C 1.30959 -2.11585 1.48124 -1.019
H -2.76530 -1.66908 -3.88856 0.324
O -2.39834 0.16902 -3.03003 -0.339
C -1.67722 1.41654 -3.47512 -0.469
H -1.16249 -0.95611 -4.40228 0.104
H 0.26835 -1.28910 -7.82957 0.424
C -2.80595 0.17094 -5.27249 -0.738
H 3.05900 -0.80432 0.95840 0.548
H 0.75333 2.75131 -6.37177 0.219
H -0.17465 -2.36643 -1.54751 0.335
H 2.77131 -1.18641 -8.38576 0.382
C 2.84994 -0.67126 -7.41205 -1.704
O 1.79334 0.97994 -5.82878 -0.172
H 0.84228 0.97758 -0.42287 0.865
H -1.01859 2.04845 -0.43643 0.530
H -1.64662 -1.37671 2.14450 0.660
H 2.32776 -1.26262 -1.58803 0.511
C -1.17176 0.61170 1.27483 -0.704
H 0.13562 -0.76053 -6.16862 0.084
H 3.79618 -0.11423 -7.47933 0.385
C 0.49564 -2.21323 -0.67991 -0.430
C -1.82430 -0.67040 1.35036 -0.521
C 0.32781 -0.40241 -7.18560 -1.404
H -0.56360 1.05185 2.06391 0.691
H 0.91208 1.73108 -8.66144 0.261
H -2.45958 2.35942 -5.34573 0.452
C 1.68620 0.28417 -7.15939 1.664
C 3.27048 3.73711 0.69613 -0.495
H -0.98170 1.31625 -5.53702 -0.648
F 2.86408 3.25023 2.99702 -0.334
H 2.82679 -1.42055 -6.59950 0.376
H 1.52198 1.17134 1.96486 0.655
```

## Properties
Maximum force: 2.6 eV/Å
Net charge: -1
E: -1375.288895 Ha
M: 584.12 g/mol
Relative energy (zero: lowest compared OMol25 entry of this formula, charge and spin): 2.279 eV
HOMO-LUMO gap (alpha / beta): 0.1790 / 0.1566 Ha
Spin multiplicity: 1

No. 2
Molecular formula: C25H32FO2Zr
Method: DFT, ωB97M-V/def2-TZVPD

Geometry as XYZ:
```
61
Properties=species:S:1:pos:R:3:mulliken_charge:R:1
C 0.50065 -2.53504 -0.13945 0.288
C -1.90008 1.13144 -1.69666 0.582
H -0.62429 -2.91940 -2.58530 0.482
C 1.16595 0.19333 4.17322 -0.491
H 2.16360 1.76737 1.31603 0.472
H -2.05035 0.28362 -0.97016 -0.274
H 2.24050 -1.19745 -0.83678 0.423
C -0.62708 3.07842 -1.18940 -0.341
H 2.88938 -2.04765 -3.40269 0.439
H 1.87327 -3.18811 -4.29786 0.420
C 0.18631 -2.99665 1.16573 -0.814
H 0.00580 3.54588 -1.93319 0.297
H 1.24105 -2.62242 3.15319 0.654
H 1.20110 1.04825 6.17942 0.451
C 1.92574 -2.57558 -3.38036 -1.594
H -2.40293 4.15524 -0.48287 0.357
C 1.32358 0.39313 -3.14685 -0.180
C 1.14684 -2.39424 2.09741 -0.297
H -2.53382 -2.64752 1.88716 0.594
C 1.15840 -0.44203 -4.38306 -0.901
H 2.92702 3.45785 3.03001 0.412
H 0.71980 -0.73264 4.51352 0.176
C 2.08437 2.32545 4.66336 0.311
C 1.32326 0.44514 2.81998 0.856
C -2.91453 2.24669 -1.58832 -0.923
H -3.72490 2.06101 -0.90508 0.360
C -2.09528 3.52621 -1.32503 -0.586
C 2.06618 -1.63808 1.31573 -1.016
H -0.24139 3.19041 -0.15646 0.140
H -1.00507 -1.62835 3.83288 0.725
H -0.71815 -2.80723 -4.29140 0.480
H 2.95158 -1.11619 1.63556 0.664
H 0.32447 -0.11058 -4.98820 0.330
C -2.26979 -1.60675 1.97795 -0.884
H 0.66792 1.26425 -3.15922 -0.070
C -1.61183 0.37323 2.97609 -0.513
H -3.38921 2.33671 -2.56047 0.355
H -2.79364 1.68918 1.62648 0.551
H -1.20706 1.06141 3.71028 0.566
C 1.69390 -1.72392 -0.05531 -0.159
C -2.87608 -0.53178 1.27204 -0.695
O -0.59404 1.73363 -1.63624 -0.320
C 1.99329 1.58166 2.37961 -0.120
H -0.60108 -3.71252 1.39136 0.676
H -3.61687 -0.61504 0.46872 0.569
H 1.90577 -3.22303 -2.50186 0.241
H 2.34923 0.66954 -2.89446 0.364
C -0.57219 -2.20171 -3.40301 -1.427
Zr -0.05356 -0.66258 1.13020 0.076
H -1.37774 -1.48389 -3.21085 0.108
H 2.03032 -0.63742 -4.99737 0.342
C 0.78855 -1.56117 -3.36232 1.241
C 2.41292 2.54336 3.32694 -0.876
F 2.28677 3.33960 5.56286 -0.320
O 0.75469 -0.60947 -2.22802 -0.006
C -1.46549 -1.05822 3.03153 -0.428
H -1.93199 0.63885 -2.67338 0.037
H -2.08462 4.11519 -2.26480 0.263
H -0.04083 -2.84322 -1.02102 -0.036
C 1.46838 1.17495 5.13116 -0.665
C -2.44665 0.69888 1.89905 -0.366
```

## Properties
Maximum force: 4.6 eV/Å
Net charge: +1
E: -1268.867003 Ha
M: 474.75 g/mol
HOMO-LUMO gap: 0.2680 Ha
Spin multiplicity: 1

No. 3
Molecular formula: C25H32N3P2S2Y
Method: DFT, ωB97M-V/def2-TZVPD

Geometry as XYZ:
```
65
Properties=species:S:1:pos:R:3:mulliken_charge:R:1
H 2.09372 1.90378 0.57979 0.305
C 1.28155 4.04522 5.41390 -0.660
C 3.13162 3.16331 6.70659 -0.551
H -2.91533 -1.28377 -5.96139 0.418
H 0.99867 4.06132 1.41941 0.374
C 0.04400 2.55589 0.15712 1.556
H 1.22558 0.81312 -0.51368 -0.009
H -0.25815 -4.25244 3.24023 0.459
H 3.20933 -2.56503 2.01287 0.399
S -3.33182 -1.95570 -2.99813 -0.120
C -2.37113 -1.76099 -1.60252 0.467
C 1.29241 2.86270 4.63691 0.364
C 0.14703 -0.07270 -5.09303 -0.792
N 2.23986 0.69424 4.20490 -0.275
C 2.23505 1.83868 4.92395 0.260
N -1.17459 -1.20300 -1.82167 -0.216
C -2.07086 -1.01175 -5.34347 -0.561
H 1.24075 -3.95573 2.36345 0.329
C 0.30737 3.99933 0.58028 -1.740
P 1.37411 -1.03741 2.35297 0.737
C -2.07549 -1.24162 -3.97203 0.790
H -0.86007 -0.67542 4.29471 0.323
S -2.91326 -2.23681 -0.00879 -0.394
H 0.58395 -3.16904 5.38398 0.496
C 1.37075 0.57132 3.23099 0.518
H -0.48478 3.05040 -1.87472 0.493
H 0.74493 4.54172 -0.26058 0.497
C 1.36053 1.87110 -0.22790 -1.198
C 0.28710 -3.51260 2.65161 -1.437
H -1.13917 1.49779 -1.37043 0.255
C 0.45647 1.61166 2.91654 0.282
H 3.65692 -0.89948 1.61595 0.427
H 3.83515 3.30897 7.51502 0.432
H 3.54827 -1.39330 3.31672 0.447
H 1.01362 0.38172 -5.55303 0.416
N 0.41632 2.71911 3.61771 -0.339
H -2.90578 2.51032 1.30300 0.411
H -1.52487 -2.31097 4.31823 0.555
C 3.16223 2.01228 5.97861 -0.664
H -2.65990 1.77016 2.89088 0.433
H -0.91404 -0.23183 -6.95390 0.414
C -0.94784 -0.42255 -5.89037 -0.538
C -0.92357 -1.60997 3.73669 -1.202
P -0.71496 1.53126 1.50352 0.661
H 1.79628 2.36610 -1.09747 0.544
H -0.31433 -3.37795 1.73345 0.271
H 3.87280 1.22256 6.18018 0.481
C 3.11701 -1.52530 2.32580 -1.445
Y -0.66919 -1.07173 0.35654 0.490
C 0.45645 -2.21854 3.45744 1.236
C -0.92641 2.51881 -1.03003 -1.613
H -1.87424 3.00449 -0.79719 0.371
H -0.61387 4.51229 0.85679 0.380
C 0.14156 -0.30421 -3.73197 -0.309
C 1.18524 -2.49564 4.76959 -1.712
H 0.99549 -0.04170 -3.11949 0.366
H 1.35613 -1.57994 5.33513 0.353
C -2.19281 2.37757 2.11586 -1.486
H 2.14813 -2.97744 4.59913 0.380
H -1.51979 -1.41312 2.82632 0.124
C 2.18513 4.18441 6.42378 -0.553
H 0.55494 4.81164 5.18181 0.481
C -0.98670 -0.89586 -3.17279 -0.055
H -1.91942 3.34238 2.53962 0.442
H 2.18875 5.08406 7.02409 0.434
```

## Properties
Maximum force: 0.1 eV/Å
Net charge: +2
E: -2653.132321 Ha
M: 589.54 g/mol
Relative energy (zero: lowest compared OMol25 entry of this formula, charge and spin): 0.000 eV
HOMO-LUMO gap: 0.2747 Ha
Spin multiplicity: 1